[1]
{
  "formula": "C6H12O",
  "method": "ωB97M-V with the def2-TZVPD basis set",
  "symbols": ["C", "C", "C", "C", "O", "C", "C", "H", "H", "H", "H", "H", "H", "H", "H", "H", "H", "H", "H"],
  "coordinates": [[-0.92, 1.42, 1.80], [-0.28, 0.50, 0.76], [0.89, -0.26, 1.40], [-1.54, -0.19, 0.17], [-1.42, -0.93, -0.89], [-0.19, -1.52, -1.37], [0.64, -0.61, -2.26], [-0.22, 2.16, 2.20], [-1.78, 1.93, 1.35], [-1.31, 0.81, 2.63], [0.11, 1.13, -0.06], [0.54, -1.04, 2.08], [1.48, 0.45, 2.01], [1.59, -0.71, 0.69], [0.35, -1.87, -0.49], [-0.54, -2.39, -1.93], [1.04, 0.25, -1.72], [0.05, -0.25, -3.11], [1.48, -1.20, -2.65]],
  "mulliken_charge": [-1.489, 1.055, -1.389, -0.653, -0.107, -0.270, -0.973, 0.413, 0.419, 0.335, 0.078, 0.341, 0.407, 0.349, 0.260, 0.316, 0.255, 0.320, 0.335],
  "de_lowest_kcal_mol": 80.9,
  "orbital_gap_ev": 8.5,
  "e_tot_ha": -310.93027,
  "max_force_ev_per_a": 0.40,
  "multiplicity": 1
}

=====

[2]
{
  "formula": "C5H10O",
  "method": "ωB97M-V with the def2-TZVPD basis set",
  "symbols": ["C", "C", "C", "C", "C", "O", "H", "H", "H", "H", "H", "H", "H", "H", "H", "H"],
  "coordinates": [[1.42, -0.90, -0.18], [0.39, -0.15, 0.68], [0.22, 1.36, 0.34], [-1.03, 1.01, -0.51], [-1.09, -0.33, 0.24], [-1.49, -1.49, -0.44], [1.03, -1.84, -0.59], [1.78, -0.30, -1.02], [2.29, -1.18, 0.42], [0.57, -0.36, 1.73], [-0.03, 1.95, 1.22], [1.05, 1.85, -0.18], [-1.90, 1.67, -0.44], [-0.78, 0.86, -1.56], [-1.74, -0.25, 1.12], [-0.70, -1.89, -0.84]],
  "mulliken_charge": [-1.428, 0.310, -0.751, -0.594, -0.107, -0.523, 0.354, 0.323, 0.329, 0.371, 0.253, 0.328, 0.318, 0.219, 0.322, 0.277],
  "de_lowest_kcal_mol": 23.7,
  "orbital_gap_ev": 10.9,
  "e_tot_ha": -271.71491,
  "max_force_ev_per_a": 0.34,
  "multiplicity": 1,
  "smiles": "C[C@H]1CC[C@H]1O"
}